This record from OMol25 describes C2H5N2 as an isolated structure at a distorted geometry. The level of theory is wB97M-V/def2-TZVPD.

Results
**ΔE to the lowest compared entry with this formula, charge and spin**: 2.184 eV
**Expectation value of S²**: 2.006
**LUMO energy (alpha / beta)**: -5.0 / -8.1 eV

```
! wB97M-V def2-TZVPD RIJCOSX def2/J DEFGRID3
* xyz 1 3
N 0.6140 0.8407 0.3046
N -0.3249 -0.8088 -0.3813
C 0.2436 -0.4485 0.8867
C -0.0339 0.4516 -0.8036
H -1.1053 -1.4531 -0.4867
H -0.4096 -0.3395 1.8879
H 1.2577 -0.9951 1.2826
H -1.1126 1.0073 -3.2425
H 0.8709 1.7453 0.5523
*
```

---

This record from OMol25 describes C2H5N2O as an isolated structure at a distorted geometry. The level of theory is wB97M-V/def2-TZVPD.

Results
**ΔE to the lowest compared entry with this formula, charge and spin**: 6.034 eV
**LUMO energy (alpha / beta)**: -7.8 / -7.8 eV

```
! wB97M-V def2-TZVPD RIJCOSX def2/J DEFGRID3
* xyz 1 1
O -0.0194 -0.4555 -2.5675
N -0.5854 1.5515 -0.2471
N 0.0899 -0.3767 -1.4286
C 0.1480 -0.1466 -0.2370
C 0.5866 -0.8064 0.9742
H -1.2632 1.6282 -1.0014
H 1.6737 -0.8977 0.9796
H 0.1578 -1.8116 1.0063
H -1.0647 1.5791 0.6542
H 0.2767 -0.2643 1.8673
*
```

---

This record from OMol25 describes an isolated ion of composition C2H5N2O and charge +1 at a distorted geometry. The level of theory is wB97M-V/def2-TZVPD.

Results
**SMILES**: C=[NH+]CN=O
**ΔE to the lowest compared entry with this formula, charge and spin**: 4.182 eV
**LUMO energy**: -5.7 eV

```
! wB97M-V def2-TZVPD RIJCOSX def2/J DEFGRID3
* xyz 1 1
O 0.1569 1.8935 1.0486
N -0.9449 1.5315 0.8444
N 0.1533 -0.1045 -0.4972
C 1.1335 -0.1430 0.3406
C -1.1752 0.3361 0.0601
H -1.3940 -0.5112 0.6644
H 2.1869 -0.1822 0.0455
H -1.7778 0.6804 -0.7777
H 0.9425 -0.3133 1.3839
H 0.5006 0.1663 -1.4028
*
```

---

Which value of ΔE to the lowest compared entry with this formula, charge and spin does entry 3 give? 4.182 eV

---

Among the records above, which one has the lowest ΔE to the lowest compared entry with this formula, charge and spin? C2H5N2